Record 1
CH4ClN | ωB97M-V with the def2-TZVPD basis set

Last column: Löwdin charge in e.
Atoms and positions in Å:
C: 0.57 0.30 0.09  -0.742
N: -0.69 -0.17 -0.15  -0.088
Cl: 0.77 2.10 0.48  0.409
H: 1.22 -0.01 -0.78  0.067
H: 1.30 -0.51 0.95  0.181
H: -1.28 -0.29 0.67  0.080
H: -1.39 0.25 -0.77  0.093

Properties
E_HOMO in eV: -10.081
Max |F| in eV Å⁻¹: 5.52
E_LUMO in eV: 1.04
E_tot in hartree: -555.39438


Record 2
CH4ClN | ωB97M-V with the def2-TZVPD basis set

Last column: Löwdin charge in e.
Atoms and positions in Å:
C: 0.44 0.77 0.04  -0.475
N: -1.17 -0.67 0.19  -0.037
Cl: 1.86 -0.21 0.15  0.503
H: 0.40 1.33 0.98  0.027
H: 0.42 1.10 -1.01  0.028
H: -0.61 -1.45 0.51  -0.053
H: -1.33 -0.88 -0.85  0.007

Properties
E_HOMO in eV: -9.395
Max |F| in eV Å⁻¹: 3.86
E_LUMO in eV: 0.27
E_tot in hartree: -555.33671


Record 3
CH4ClN2P | ωB97M-V with the def2-TZVPD basis set

Last column: Löwdin charge in e.
Atoms and positions in Å:
C: 0.80 -0.56 1.06  -0.201
N: -0.25 0.05 0.38  -0.194
N: 0.12 1.81 -1.19  -0.138
P: -0.64 0.50 -1.10  0.027
Cl: -2.69 0.51 -1.10  0.245
H: 1.25 -1.42 0.48  0.095
H: 0.52 -0.68 2.16  0.101
H: 1.54 0.27 1.33  0.113
H: -0.66 -0.48 -2.01  -0.048

Properties
E_HOMO (alpha / beta) in eV: -9.998 / -10.061
Max |F| in eV Å⁻¹: 3.13
E_LUMO (alpha / beta) in eV: -2.56 / -2.55
E_tot in hartree: -951.39453


Record 4
CH4ClN3 | ωB97M-V with the def2-TZVPD basis set

Last column: Löwdin charge in e.
Atoms and positions in Å:
C: 0.57 0.93 -0.24  -0.123
N: 0.07 0.59 1.08  0.086
N: -1.30 -0.53 -0.87  0.093
N: -0.37 -0.16 -0.11  -0.491
Cl: 0.79 -1.99 0.19  0.048
H: 0.07 1.68 -0.71  0.081
H: 1.57 0.53 -0.56  0.127
H: 0.69 0.06 1.69  0.075
H: -2.09 -1.12 -0.47  0.104

Properties
E_HOMO (alpha / beta) in eV: -9.108 / -9.107
Max |F| in eV Å⁻¹: 4.63
E_LUMO (alpha / beta) in eV: -0.90 / -0.90
E_tot in hartree: -664.75741